1.
C45H41AsOP2S2V | wB97M-V/def2-TZVPD

CARTESIAN COORDINATES (ANGSTROEM)
1 V -0.7168 -0.4163 0.3672
2 O -2.0921 -3.4529 0.3231
3 S -0.8391 -2.6557 0.1398
4 C 0.3426 -3.5063 1.2078
5 C 0.1208 -4.8274 1.5728
6 C 1.1063 -5.4888 2.2853
7 C 2.2899 -4.8310 2.6297
8 C 2.4646 -3.4948 2.3081
9 C 1.4721 -2.8178 1.6016
10 P 1.3544 -1.0055 1.3320
11 C 2.7872 -0.5154 0.3255
12 C 3.1322 0.8339 0.2197
13 C 4.1206 1.2369 -0.6652
14 C 4.7537 0.2981 -1.4729
15 C 4.3999 -1.0395 -1.3893
16 C 3.4182 -1.4468 -0.4921
17 C 1.7210 -0.4652 3.0455
18 C 2.9392 0.0747 3.4382
19 C 3.1446 0.4617 4.7590
20 C 2.1351 0.2990 5.6958
21 C 0.9203 -0.2611 5.3137
22 C 0.7167 -0.6378 3.9966
23 C -0.0349 -3.0992 -1.4478
24 C 0.6192 -4.3115 -1.6539
25 C 1.2668 -4.5180 -2.8610
26 C 1.2637 -3.5221 -3.8357
27 C 0.5722 -2.3393 -3.6186
28 C -0.1144 -2.1233 -2.4251
29 P -1.3050 -0.7037 -1.8636
30 C -0.5435 0.6111 -2.8710
31 C -1.2463 1.3499 -3.8134
32 C -0.6301 2.3901 -4.4991
33 C 0.6952 2.7109 -4.2391
34 C 1.4087 1.9786 -3.2963
35 C 0.7927 0.9286 -2.6277
36 C -2.7309 -1.4909 -2.7103
37 C -2.6872 -1.7072 -4.0828
38 C -3.7492 -2.3161 -4.7417
39 C -4.8539 -2.7446 -4.0219
40 C -4.8917 -2.5509 -2.6451
41 C -3.8463 -1.9143 -1.9940
42 H -0.8094 -5.3059 1.2937
43 H 0.9585 -6.5214 2.5762
44 H 3.0564 -5.3589 3.1823
45 H 3.3540 -2.9694 2.6389
46 H 2.6255 1.5759 0.8272
47 H 4.3858 2.2842 -0.7339
48 H 5.5172 0.6129 -2.1728
49 H 4.8780 -1.7722 -2.0263
50 H 3.1311 -2.4910 -0.4462
51 H 3.7363 0.2062 2.7173
52 H 4.0955 0.8893 5.0510
53 H 2.2928 0.6052 6.7220
54 H 0.1290 -0.3964 6.0396
55 H -0.2366 -1.0693 3.7077
56 H 0.6486 -5.0780 -0.8938
57 H 1.7897 -5.4498 -3.0355
58 H 1.7938 -3.6772 -4.7677
59 H 0.5710 -1.5733 -4.3878
60 H -2.2926 1.1312 -3.9916
61 H -1.1924 2.9580 -5.2296
62 H 1.1713 3.5254 -4.7704
63 H 2.4443 2.2163 -3.0860
64 H 1.3796 0.3459 -1.9226
65 H -1.8227 -1.4031 -4.6609
66 H -3.7030 -2.4609 -5.8138
67 H -5.6787 -3.2283 -4.5301
68 H -5.7439 -2.8939 -2.0720
69 H -3.8854 -1.7515 -0.9258
70 S -2.5473 0.7231 -0.5909
71 C 0.4251 2.5949 2.9478
72 As -0.7484 1.8378 1.5725
73 C -2.3641 1.8772 2.6839
74 C -0.8444 3.4534 0.4644
75 C -1.7004 4.5464 1.0296
76 C -1.1498 5.6061 1.7426
77 C -1.9588 6.6028 2.2795
78 C -3.3338 6.5505 2.1037
79 C -3.8922 5.4976 1.3854
80 C -3.0839 4.5053 0.8548
81 H -0.0765 3.4683 3.3652
82 H 1.3776 2.9129 2.5211
83 H 0.6140 1.8746 3.7381
84 H -2.5214 2.8721 3.0985
85 H -2.1927 1.1734 3.5003
86 H -3.2261 1.5636 2.1030
87 H -1.2096 3.1179 -0.5033
88 H 0.1939 3.7757 0.3647
89 H -0.0739 5.6536 1.8736
90 H -1.5103 7.4203 2.8299
91 H -3.9667 7.3250 2.5177
92 H -4.9634 5.4470 1.2363
93 H -3.5170 3.6803 0.2989

Summary:
Energy relative to the best compared isomer or geometry (same formula, charge and spin) = 0.000 eV
Multiplicity = 2
E_LUMO (alpha / beta) = -0.02 / -0.23 eV
Energy = -176150.71041 eV
Frontier orbital gap (alpha / beta) = 6.46 / 6.00 eV
Net charge = 0

Löwdin atomic charge list, values in e, 6 entries: atom 1 (V): -0.19, atom 2 (O): -0.46, atom 3 (S): 0.79, atom 4 (C): -0.37, atom 5 (C): -0.07, atom 6 (C): -0.06


2.
C45H41BrF12InN3O3Te | wB97M-V/def2-TZVPD

CARTESIAN COORDINATES (ANGSTROEM)
1 In 1.8636 -0.0457 -0.1177
2 C 5.4325 -5.8179 -1.7949
3 C 4.6297 -4.8317 -0.9817
4 C 3.5919 -5.2308 -0.1578
5 C 2.7887 -4.3030 0.4806
6 C 2.9643 -2.9144 0.3178
7 N 2.0791 -1.9742 0.7936
8 C 0.9132 -2.2450 1.5022
9 C 0.0623 -3.3191 1.1875
10 C -1.0319 -3.6543 1.9654
11 C -1.3385 -2.9241 3.1030
12 C -2.4649 -3.3085 4.0299
13 C -0.5906 -1.7787 3.3461
14 C 0.4871 -1.3824 2.5547
15 C 1.0733 0.0414 2.7990
16 O 1.9650 0.5306 1.8899
17 C -0.1116 1.0698 2.7959
18 F -0.8370 0.8408 1.6857
19 F 0.3275 2.3354 2.7203
20 F -0.9714 1.0406 3.8380
21 C 1.7902 0.0856 4.1821
22 F 2.4196 1.2550 4.3654
23 F 0.9594 -0.0719 5.2415
24 F 2.7024 -0.8874 4.2626
25 C 4.1745 -2.5098 -0.3402
26 C 4.9174 -3.4734 -1.0171
27 C 4.6708 -1.0469 -0.2865
28 O 3.8077 -0.1053 -0.8092
29 C 5.0987 -0.6710 1.2102
30 F 4.9020 0.6365 1.4429
31 F 6.4177 -0.9047 1.4476
32 F 4.4460 -1.3538 2.1488
33 C 5.9472 -0.7958 -1.1707
34 F 6.3660 0.4791 -1.0213
35 F 7.0254 -1.5722 -0.9450
36 F 5.6456 -0.9439 -2.4748
37 H 5.0669 -6.8342 -1.6382
38 H 6.4940 -5.7978 -1.5310
39 H 5.3571 -5.5957 -2.8627
40 H 3.3885 -6.2890 -0.0199
41 H 1.9925 -4.6600 1.1149
42 H 0.2683 -3.8787 0.2847
43 H -1.6461 -4.5042 1.6815
44 H -3.0629 -4.1202 3.6125
45 H -3.1249 -2.4586 4.2219
46 H -2.0756 -3.6403 4.9963
47 H -0.8841 -1.1627 4.1847
48 H 5.7816 -3.1792 -1.5899
49 C -0.6338 -2.1058 -2.7913
50 C 0.3286 -1.2529 -1.9787
51 O 1.5547 -1.4538 -2.1392
52 N -0.0635 -0.2916 -1.1335
53 Te -2.2793 0.2182 -1.2526
54 C -4.4138 0.3742 -0.6377
55 C -5.3196 1.1559 -1.3591
56 C -4.8877 2.0753 -2.4752
57 C -6.6746 1.0822 -1.0343
58 C -7.1447 0.2495 -0.0299
59 C -8.6140 0.1681 0.2971
60 C -6.2232 -0.5204 0.6719
61 C -4.8642 -0.4697 0.3832
62 C -3.9008 -1.3145 1.1855
63 C -1.8456 2.2868 -1.1117
64 C -2.3158 3.0975 -0.0702
65 C -3.2921 2.6546 0.9917
66 C -1.8887 4.4251 -0.0174
67 C -1.0163 4.9603 -0.9482
68 C -0.5222 6.3790 -0.8377
69 C -0.6015 4.1499 -1.9979
70 C -1.0135 2.8307 -2.1096
71 C -0.5897 2.0482 -3.3275
72 H -0.0543 -2.8646 -3.3107
73 H -1.1685 -1.4965 -3.5212
74 H -1.3674 -2.5856 -2.1412
75 H -4.2648 1.5434 -3.1987
76 H -4.2943 2.9081 -2.0929
77 H -5.7544 2.4824 -2.9975
78 H -7.3802 1.6946 -1.5888
79 H -9.2046 0.7669 -0.3962
80 H -8.8098 0.5285 1.3094
81 H -8.9643 -0.8642 0.2438
82 H -6.5705 -1.1729 1.4685
83 H -4.4141 -1.8255 2.0008
84 H -3.0971 -0.7079 1.6113
85 H -3.4217 -2.0740 0.5616
86 H -3.2225 1.5932 1.1985
87 H -4.3190 2.8580 0.6746
88 H -3.1077 3.2006 1.9173
89 H -2.2446 5.0490 0.7970
90 H -0.8693 6.8462 0.0840
91 H -0.8688 6.9836 -1.6789
92 H 0.5697 6.4030 -0.8399
93 H 0.0709 4.5573 -2.7474
94 H 0.0419 2.6576 -3.9745
95 H -1.4659 1.7344 -3.8986
96 H -0.0389 1.1505 -3.0455
97 Br 5.2459 4.4344 0.7769
98 C 4.2363 3.4723 -0.4944
99 C 4.6683 3.3764 -1.8040
100 C 3.8846 2.6691 -2.6999
101 C 2.7200 2.0805 -2.2452
102 N 2.3153 2.1688 -0.9751
103 C 3.0669 2.8502 -0.1033
104 H 5.6059 3.8214 -2.1079
105 H 4.1938 2.5359 -3.7274
106 H 2.0968 1.4915 -2.9083
107 H 2.7296 2.8582 0.9272

Summary:
Multiplicity = 2
E_LUMO (alpha / beta) = 1.99 / 0.86 eV
Energy = -173066.93000 eV
Frontier orbital gap (alpha / beta) = 6.01 / 4.87 eV
Net charge = -1

Löwdin atomic charge list, values in e, 6 entries: atom 1 (In): 0.85, atom 2 (C): -0.07, atom 3 (C): -0.29, atom 4 (C): -0.06, atom 5 (C): -0.02, atom 6 (C): -0.21


3.
C45H41ClF4N8O4PSTi | wB97M-V/def2-TZVPD

CARTESIAN COORDINATES (ANGSTROEM)
1 Ti 0.0632 -0.1421 -0.2019
2 O -2.8792 5.0099 -0.3491
3 C -2.3962 4.9152 0.8818
4 O -2.5469 5.7911 1.6943
5 C -1.6619 3.6630 1.2230
6 C -1.0736 3.3830 2.4481
7 Cl -1.0018 4.2912 3.8724
8 N -0.5228 2.1533 2.3884
9 N -0.7253 1.6075 1.1793
10 C -1.4013 2.5009 0.4739
11 C -1.7563 2.0661 -0.9104
12 O -2.4030 2.7873 -1.6583
13 O -1.3503 0.8775 -1.1941
14 C 0.1118 1.4264 3.4537
15 C -0.5787 0.3776 4.0353
16 C 0.0432 -0.3584 5.0325
17 C 1.3267 -0.0229 5.4413
18 C 1.9947 1.0500 4.8657
19 C 1.3864 1.7813 3.8567
20 H -2.6831 4.2075 -0.9045
21 H -1.5811 0.1393 3.7008
22 H -0.4734 -1.1966 5.4838
23 H 1.8209 -0.5977 6.2140
24 H 2.9939 1.3007 5.1947
25 H 1.9089 2.5939 3.3678
26 C -3.2313 -0.7026 0.5002
27 C -2.3506 -1.6112 1.3032
28 C -2.9589 -2.6456 2.0496
29 C -2.1900 -3.5159 2.7571
30 C -0.7906 -3.3501 2.7842
31 C 0.0530 -4.1982 3.5352
32 C 1.3971 -3.9499 3.5710
33 C 1.9389 -2.8528 2.8827
34 C 1.1484 -2.0040 2.1361
35 S 1.8282 -0.5971 1.3770
36 C -0.2461 -2.2697 2.0557
37 N -1.0388 -1.4425 1.2895
38 H -4.2746 -0.9867 0.6205
39 H -2.9768 -0.7357 -0.5586
40 H -3.1139 0.3311 0.8269
41 H -4.0360 -2.7363 2.0285
42 H -2.6378 -4.3297 3.3160
43 H -0.3843 -5.0249 4.0812
44 H 2.0553 -4.5866 4.1480
45 H 2.9989 -2.6413 2.9524
46 F 5.8310 -0.8707 -0.3998
47 C 5.5521 0.0163 0.5741
48 C 6.0810 -0.2072 1.8257
49 F 6.8495 -1.2985 1.9850
50 C 5.7971 0.6096 2.9322
51 C 4.9445 1.6811 2.6306
52 C 4.4127 1.8938 1.3766
53 F 3.5676 2.9341 1.2172
54 C 4.6905 1.0701 0.2954
55 C 3.9712 1.1794 -0.9956
56 C 2.6209 1.2292 -0.9277
57 N 1.4421 1.2406 -0.8649
58 C 4.5960 1.0553 -2.2572
59 N 5.1049 0.9554 -3.2896
60 F 4.6326 2.5774 3.5891
61 C 6.3236 0.3624 4.2540
62 C 5.6542 0.8193 5.4061
63 N 5.1112 1.1897 6.3613
64 C 7.4927 -0.3987 4.4764
65 N 8.4540 -1.0032 4.7000
66 C 1.0388 -4.6837 -0.8784
67 C -0.0613 -4.2005 -1.8372
68 C -1.3297 -4.0591 -0.9819
69 C -0.2978 -5.2665 -2.9114
70 P 0.4463 -2.5253 -2.5191
71 N 0.2836 -1.4411 -1.3582
72 C 2.2523 -2.5278 -3.0194
73 C 2.5287 -1.2573 -3.8380
74 C 3.1305 -2.4086 -1.7612
75 C 2.6898 -3.7502 -3.8327
76 C -0.6591 -2.0251 -3.9569
77 C -0.5357 -0.5081 -4.2041
78 C -0.3702 -2.7749 -5.2618
79 C -2.1202 -2.2809 -3.5602
80 H 0.6630 -5.5656 -0.3536
81 H 1.2837 -3.9268 -0.1308
82 H 1.9494 -4.9750 -1.3959
83 H -1.4547 -4.9814 -0.4087
84 H -2.2327 -3.9105 -1.5660
85 H -1.2276 -3.2379 -0.2789
86 H -0.4764 -6.2209 -2.4085
87 H 0.5552 -5.3991 -3.5747
88 H -1.1771 -5.0502 -3.5173
89 H 2.1481 -0.3651 -3.3400
90 H 2.1204 -1.3068 -4.8452
91 H 3.6091 -1.1351 -3.9250
92 H 2.8293 -1.5701 -1.1353
93 H 4.1547 -2.2227 -2.0904
94 H 3.1396 -3.3036 -1.1465
95 H 2.0934 -3.9014 -4.7324
96 H 2.6746 -4.6693 -3.2476
97 H 3.7233 -3.5851 -4.1466
98 H 0.3394 -0.2529 -4.7928
99 H -0.5205 0.0623 -3.2786
100 H -1.4154 -0.1874 -4.7668
101 H 0.6179 -2.5497 -5.6562
102 H -1.0993 -2.4461 -6.0074
103 H -0.4653 -3.8562 -5.1632
104 H -2.3612 -1.8146 -2.6038
105 H -2.3639 -3.3408 -3.5195
106 H -2.7600 -1.8280 -4.3204

Summary:
E_LUMO = 0.86 eV
Energy = -134080.16883 eV
Frontier orbital gap = 4.89 eV
Net charge = -1

Löwdin atomic charge list, values in e, 6 entries: atom 1 (Ti): 0.78, atom 2 (O): 0.13, atom 3 (C): -0.50, atom 4 (O): 0.08, atom 5 (C): -0.03, atom 6 (C): -0.57


4.
C45H41N8O9S2Sc | wB97M-V/def2-TZVPD

CARTESIAN COORDINATES (ANGSTROEM)
1 Sc -0.0510 -0.2356 0.7453
2 C 4.3422 -0.5782 -1.1898
3 N 3.6234 0.5045 -0.5488
4 C 3.4992 1.6513 -1.4375
5 C 2.5682 1.4158 -2.6169
6 N 1.1694 1.7141 -2.3387
7 C 0.9614 3.1406 -2.2121
8 C 0.2860 1.0129 -3.2000
9 C -0.3778 1.6662 -4.2371
10 C -1.2494 0.9952 -5.0877
11 C -1.4455 -0.3658 -4.9159
12 C -0.7931 -1.0233 -3.8813
13 C 0.0636 -0.3679 -2.9909
14 S 0.7780 -1.2974 -1.6747
15 C 4.0744 0.8688 0.7425
16 C 5.4081 0.6858 1.1079
17 C 5.8731 1.0200 2.3718
18 C 4.9922 1.5630 3.2936
19 C 3.6657 1.7624 2.9368
20 C 3.1718 1.4237 1.6742
21 S 1.4660 1.7715 1.3547
22 H 5.2779 -0.2353 -1.6715
23 H 3.7033 -1.0360 -1.9441
24 H 4.5814 -1.3505 -0.4663
25 H 4.5045 1.9005 -1.8307
26 H 3.1604 2.5090 -0.8592
27 H 2.6468 0.3834 -2.9505
28 H 2.9044 2.0564 -3.4551
29 H 1.3482 3.7055 -3.0817
30 H 1.4712 3.4999 -1.3179
31 H -0.0930 3.3569 -2.0908
32 H -0.2317 2.7312 -4.3670
33 H -1.7708 1.5390 -5.8666
34 H -2.1229 -0.9125 -5.5630
35 H -0.9653 -2.0812 -3.7164
36 H 6.0902 0.2516 0.3867
37 H 6.9118 0.8473 2.6307
38 H 5.3270 1.8220 4.2917
39 H 2.9647 2.1718 3.6543
40 C -4.3581 -0.2794 2.0723
41 C -4.2189 1.0240 1.3314
42 C -5.3450 1.6124 0.7616
43 C -5.2676 2.8620 0.1691
44 C -4.0533 3.5342 0.1579
45 C -2.9080 2.9632 0.7008
46 C -1.6026 3.6996 0.6945
47 C -2.9876 1.6893 1.2720
48 N -1.8396 1.0564 1.8305
49 C -1.7459 1.2852 3.1403
50 O -2.3982 2.0742 3.8391
51 C -0.8106 0.3374 3.8353
52 C -0.6565 0.3724 5.2089
53 C 0.0728 -0.6363 5.8185
54 C 0.6061 -1.6473 5.0389
55 C 0.4396 -1.5749 3.6642
56 N -0.2421 -0.5989 3.0792
57 C 1.0882 -2.5836 2.7656
58 O 1.4409 -3.6585 3.2713
59 N 1.2845 -2.1442 1.5180
60 C 2.2245 -2.9805 0.8312
61 C 1.8263 -3.9040 -0.1415
62 C 0.3797 -4.2457 -0.3568
63 C 2.7979 -4.6225 -0.8352
64 C 4.1402 -4.5039 -0.5228
65 C 4.5164 -3.6773 0.5254
66 C 3.5775 -2.9165 1.2110
67 C 4.0120 -2.0973 2.3940
68 H -5.1125 -0.9199 1.6093
69 H -4.6670 -0.0896 3.1043
70 H -3.4137 -0.8165 2.1286
71 H -6.2917 1.0812 0.7932
72 H -6.1449 3.3102 -0.2833
73 H -3.9798 4.5114 -0.3083
74 H -1.6379 4.5411 0.0005
75 H -1.3762 4.0711 1.6974
76 H -0.7815 3.0463 0.4024
77 H -1.1406 1.1731 5.7487
78 H 0.2113 -0.6409 6.8936
79 H 1.1549 -2.4873 5.4388
80 H 0.1820 -4.4802 -1.4038
81 H -0.2776 -3.4407 -0.0583
82 H 0.1312 -5.1209 0.2527
83 H 2.4790 -5.3032 -1.6181
84 H 4.8851 -5.0660 -1.0750
85 H 5.5604 -3.6039 0.8151
86 H 5.0908 -1.9369 2.3781
87 H 3.7505 -2.6264 3.3140
88 H 3.5201 -1.1249 2.4222
89 O -6.6637 -2.1452 -2.8854
90 N -6.2321 -1.0390 -3.1731
91 O -6.7880 -0.2783 -3.9497
92 C -4.9982 -0.6018 -2.5535
93 C -4.4974 0.6677 -2.8285
94 C -3.3486 1.1009 -2.2429
95 C -2.5482 0.2890 -1.3235
96 O -1.4912 0.6666 -0.8132
97 C -3.1681 -1.0165 -1.0936
98 C -4.3404 -1.4364 -1.6820
99 N -2.6026 -1.9639 -0.1641
100 O -1.5445 -1.6962 0.3999
101 O -3.1548 -3.0203 0.0378
102 N -2.9795 2.4834 -2.5831
103 O -2.0897 3.0135 -1.9633
104 O -3.6422 3.0574 -3.4382
105 H -5.0243 1.3283 -3.4978
106 H -4.7355 -2.4126 -1.4513

Summary:
Energy relative to the best compared isomer or geometry (same formula, charge and spin) = 0.000 eV
E_LUMO = 3.15 eV
Energy = -120051.42388 eV
Frontier orbital gap = 5.60 eV
Net charge = -2

Löwdin atomic charge list, values in e, 6 entries: atom 1 (Sc): 0.80, atom 2 (C): -0.09, atom 3 (N): -0.14, atom 4 (C): -0.18, atom 5 (C): -0.18, atom 6 (N): -0.14